DFT (ωB97M-V/def2-TZVPD) results for a gas-phase ion, C4H11N4 (charge +1) in a non-equilibrium geometry.

As for the charge: +1. As for the highest occupied orbital energy (spin up / spin down): -12.41 / -12.41 eV. Its lowest unoccupied orbital energy (spin up / spin down) is -6.23 / -6.23 eV. Its spin multiplicity is 1. For the energy above the lowest of the compared OMol25 structures with the same formula, charge and spin, the calculation gives 6.230 eV.

Positions of all 19 atoms, in Å:
C (0.670, -1.959, 0.343)
C (1.918, -1.200, -0.077)
C (0.806, -0.414, 0.604)
C (-0.241, 0.420, -0.203)
N (1.539, 1.940, -0.748)
N (0.375, 1.833, -0.303)
N (-1.504, 0.443, 0.467)
N (-2.712, 0.710, -0.261)
H (0.079, -2.324, -0.507)
H (1.018, -2.792, 0.919)
H (2.717, -1.324, 0.684)
H (2.350, -1.005, -1.056)
H (0.678, -0.180, 1.703)
H (-0.194, 0.131, -1.296)
H (1.984, 2.846, -0.577)
H (-1.525, 1.092, 1.241)
H (-3.513, 0.508, 0.325)
H (-2.793, 0.218, -1.153)
H (-0.006, 2.513, 0.311)

Cartesian forces, eV/Å:
1.195 0.682 -2.597
0.845 0.990 1.986
-2.126 -1.545 0.628
0.081 -0.824 -0.602
-2.016 -0.433 0.028
3.418 -0.948 -0.719
0.461 -0.675 -0.477
0.034 1.103 -1.089
-0.141 0.549 0.451
-0.728 0.153 1.374
-0.315 -0.121 -0.823
-0.708 0.083 -0.036
1.031 -0.021 -1.265
-0.776 -0.163 1.274
-0.315 0.313 0.287
0.312 -0.158 0.314
0.257 -0.349 -0.004
0.327 -0.149 0.659
-0.837 1.513 0.612

Results of the natural (NBO) charge analysis, in e, for atoms 1 through 5: number 1, C, carries -0.41; number 2, C, carries -0.41; number 3, C, carries -0.26; number 4, C, carries 0.07; number 5, N, carries -0.11